1 | {
  "formula": "C27H22O5PS3W",
  "method": "wB97M-V/def2-TZVPD",
  "elements": ["W", "O", "C", "O", "C", "C", "C", "C", "C", "O", "C", "C", "O", "O", "H", "H", "H", "H", "H", "H", "H", "H", "C", "C", "C", "C", "C", "C", "P", "C", "C", "C", "C", "C", "C", "C", "C", "C", "C", "C", "C", "H", "H", "H", "H", "H", "H", "H", "H", "H", "H", "H", "H", "H", "H", "S", "C", "S", "S"],
  "positions_angstrom": [[0.65998, 0.17320, -0.14600], [-1.67781, 0.19305, -0.17967], [-1.49253, 0.29769, 1.04410], [-0.41575, -0.29475, 1.51154], [-2.20224, 1.30666, 1.87874], [-1.64283, 1.41321, 3.30737], [-2.51046, 2.38870, 4.11421], [-2.01233, 3.75522, 3.57753], [-1.02136, 3.30116, 2.50409], [-0.42952, 2.13967, 3.08662], [-1.81908, 2.72455, 1.30128], [-1.01913, 2.74957, 0.01148], [-1.28035, 3.41648, -0.93351], [0.15553, 2.00464, 0.04590], [-3.27550, 1.13050, 1.81929], [-1.42084, 0.46027, 3.78055], [-2.31995, 2.28340, 5.17967], [-3.57417, 2.22452, 3.94545], [-1.48464, 4.31119, 4.34956], [-2.80593, 4.38701, 3.18292], [-0.24982, 4.01688, 2.23250], [-2.70526, 3.31723, 1.09010], [5.17484, -4.24848, 0.16232], [4.78149, -4.14796, 1.48698], [3.90812, -3.14355, 1.87944], [3.42540, -2.24361, 0.93210], [3.83287, -2.33950, -0.40066], [4.70649, -3.34054, -0.78088], [2.37790, -0.86719, 1.41448], [1.81582, -1.06169, 3.09895], [1.16029, -2.23462, 3.48031], [0.62388, -2.33527, 4.75151], [0.73166, -1.26820, 5.63722], [1.36360, -0.09603, 5.25104], [1.89990, 0.01522, 3.97630], [3.22874, 0.64803, 1.05636], [4.32814, 1.32866, 1.57176], [4.82195, 2.37622, 0.81963], [4.24187, 2.71902, -0.41258], [3.14013, 2.04935, -0.90214], [2.60363, 0.99723, -0.14562], [5.85412, -5.03450, -0.13944], [5.15669, -4.84803, 2.22091], [3.61714, -3.05751, 2.91716], [3.46985, -1.63113, -1.13562], [5.02147, -3.41786, -1.81251], [1.06512, -3.06158, 2.78619], [0.12011, -3.24345, 5.05368], [0.31528, -1.35327, 6.63238], [1.43635, 0.73692, 5.93722], [2.36121, 0.94400, 3.66596], [4.79455, 1.03641, 2.50328], [5.68050, 2.93173, 1.17316], [4.66574, 3.53414, -0.98437], [2.69263, 2.34557, -1.84223], [0.06981, -2.45312, -3.80263], [0.34060, -1.54723, -2.51826], [0.54275, 0.20639, -2.50516], [0.51935, -2.09904, -0.86172]],
  "nbo_charge": [1.406, -0.586, 0.822, -0.665, -0.343, 0.077, -0.422, -0.428, 0.085, -0.519, -0.329, 0.810, -0.483, -0.726, 0.271, 0.230, 0.231, 0.218, 0.231, 0.224, 0.226, 0.262, -0.164, -0.192, -0.207, -0.323, -0.183, -0.201, 1.196, -0.436, -0.119, -0.222, -0.173, -0.202, -0.159, -0.285, -0.212, -0.154, -0.171, -0.168, -0.352, 0.232, 0.231, 0.231, 0.225, 0.233, 0.221, 0.233, 0.231, 0.232, 0.229, 0.237, 0.235, 0.237, 0.238, 0.219, -0.537, 0.118, 0.093],
  "lumo_ev": -5.160,
  "total_charge": 1,
  "homo_ev": -11.5307
}

2 | {
  "formula": "C27H22O5PS3W",
  "method": "wB97M-V/def2-TZVPD",
  "elements": ["W", "O", "C", "O", "C", "C", "C", "C", "C", "O", "C", "C", "O", "O", "H", "H", "H", "H", "H", "H", "H", "H", "C", "C", "C", "C", "C", "C", "P", "C", "C", "C", "C", "C", "C", "C", "C", "C", "C", "C", "C", "H", "H", "H", "H", "H", "H", "H", "H", "H", "H", "H", "H", "H", "H", "S", "C", "S", "S"],
  "positions_angstrom": [[-1.73696, -0.90181, -0.31409], [-1.12383, -3.34673, 1.60187], [-0.54320, -2.30599, 1.72440], [-0.16958, -1.56756, 0.62813], [-0.27345, -1.63947, 3.05353], [0.79477, -0.53190, 3.02623], [1.22671, -0.21219, 4.46033], [0.00026, 0.58241, 4.97437], [-0.89728, 0.57300, 3.73244], [0.03159, 0.62142, 2.65054], [-1.52249, -0.84237, 3.57521], [-2.72754, -0.77771, 2.67034], [-3.85832, -0.95025, 2.96935], [-2.38671, -0.41315, 1.36381], [-0.03985, -2.43966, 3.75432], [1.59651, -0.68960, 2.31197], [2.12312, 0.40462, 4.45188], [1.43658, -1.10840, 5.04246], [0.26784, 1.60497, 5.23142], [-0.48018, 0.13006, 5.84029], [-1.60717, 1.39275, 3.65530], [-1.88214, -1.24055, 4.52040], [3.07682, 2.28791, 1.17878], [1.83931, 2.83744, 0.88464], [0.96999, 2.17741, 0.03042], [1.34673, 0.96365, -0.54043], [2.59429, 0.41108, -0.24254], [3.45441, 1.07458, 0.61552], [0.21163, 0.07834, -1.62573], [1.15881, -0.82572, -2.84228], [1.36788, -0.32692, -4.12386], [2.12253, -1.06008, -5.02629], [2.66467, -2.28056, -4.64924], [2.45134, -2.78129, -3.37125], [1.69413, -2.05913, -2.46498], [-1.02240, 1.25444, -2.16068], [-1.10895, 2.30389, -3.05840], [-2.27414, 3.05906, -3.04751], [-3.31135, 2.77968, -2.15532], [-3.22667, 1.72257, -1.26385], [-2.07090, 0.93740, -1.28075], [3.75499, 2.80806, 1.84229], [1.54620, 3.78271, 1.32092], [0.00121, 2.60963, -0.18374], [2.90132, -0.52495, -0.69017], [4.42506, 0.65108, 0.83686], [0.94099, 0.62078, -4.42636], [2.28481, -0.67871, -6.02508], [3.25139, -2.84913, -5.35814], [2.86468, -3.73904, -3.08610], [1.50111, -2.45810, -1.47501], [-0.30121, 2.54953, -3.73470], [-2.37995, 3.88734, -3.73548], [-4.20037, 3.39618, -2.16920], [-4.04295, 1.50831, -0.58656], [-4.14003, -3.49944, -3.21146], [-3.24259, -2.69177, -2.17062], [-1.53211, -2.32312, -2.26391], [-3.79937, -1.94499, -0.66428]],
  "nbo_charge": [1.444, -0.510, 0.789, -0.729, -0.353, 0.131, -0.440, -0.428, 0.090, -0.535, -0.342, 0.823, -0.469, -0.742, 0.262, 0.216, 0.229, 0.221, 0.231, 0.223, 0.223, 0.261, -0.175, -0.180, -0.194, -0.316, -0.201, -0.207, 1.192, -0.439, -0.111, -0.211, -0.163, -0.196, -0.183, -0.367, -0.133, -0.167, -0.179, -0.161, -0.346, 0.230, 0.228, 0.224, 0.228, 0.231, 0.209, 0.233, 0.233, 0.234, 0.232, 0.226, 0.237, 0.239, 0.241, 0.213, -0.541, 0.090, 0.156],
  "lumo_ev": -4.971,
  "total_charge": 1,
  "homo_ev": -11.5433
}

Of them, the most stable is 2 and the least stable is 1.

1 | {
  "formula": "C22H25B2F4N10O4SeTi",
  "method": "wB97M-V/def2-TZVPD",
  "elements": ["Ti", "C", "C", "N", "O", "B", "F", "F", "O", "N", "C", "C", "C", "N", "O", "B", "F", "F", "O", "N", "C", "C", "C", "H", "H", "H", "H", "H", "H", "H", "H", "H", "H", "H", "H", "N", "C", "N", "C", "N", "N", "C", "N", "C", "C", "C", "C", "C", "N", "H", "H", "H", "H", "H", "H", "H", "H", "Se", "C", "C", "C", "C", "C", "C", "H", "H", "H", "H", "H"],
  "positions_angstrom": [[0.11370, 0.12458, 0.68680], [-1.19998, -0.26064, 4.83834], [-0.91938, 0.12737, 3.43419], [-0.02468, -0.40648, 2.69689], [0.89450, -1.27795, 3.19208], [2.25864, -0.58951, 3.24528], [3.09871, -1.44928, 3.87184], [2.09221, 0.65198, 3.81437], [2.88309, -0.39146, 1.84377], [2.20006, 0.41187, 1.01935], [2.83945, 1.12104, 0.16125], [4.31399, 1.27304, 0.12283], [1.92036, 1.91481, -0.74494], [0.71094, 1.51436, -0.67945], [-0.33612, 2.26921, -1.12759], [-0.77859, 3.27961, -0.04714], [0.33340, 3.73077, 0.62584], [-1.51963, 4.21552, -0.69288], [-1.73091, 2.59428, 0.92910], [-1.15585, 1.59577, 1.62633], [-1.67294, 1.24584, 2.74836], [-2.85213, 1.90229, 3.36664], [2.38854, 3.07590, -1.53125], [-0.38290, -0.85649, 5.23374], [-2.11983, -0.85132, 4.86846], [-1.34979, 0.62094, 5.45943], [4.76638, 0.76207, 0.96676], [4.57540, 2.33207, 0.15452], [4.72254, 0.86693, -0.80601], [-3.11488, 2.79958, 2.81569], [-2.64480, 2.15780, 4.40543], [-3.70721, 1.22092, 3.36233], [3.28752, 2.80876, -2.08847], [2.64130, 3.89314, -0.85092], [1.60674, 3.41672, -2.20388], [-3.24576, 0.54474, -0.55142], [-3.02312, -0.61890, 0.04132], [-4.07072, -1.38317, 0.35609], [-3.77242, -2.57335, 0.86225], [-4.77200, -3.35525, 1.27004], [-2.51567, -3.09017, 0.98580], [-1.56559, -2.25542, 0.68769], [-1.73370, -0.96975, 0.29488], [-0.15691, -2.76150, 0.65217], [0.15789, -4.03354, 1.07423], [1.45470, -4.48512, 0.87818], [2.36393, -3.65873, 0.24072], [1.96890, -2.38434, -0.12195], [0.73496, -1.92473, 0.09034], [-4.19831, 0.83300, -0.69593], [-2.48484, 1.15947, -0.80285], [-5.71916, -3.05324, 1.12161], [-4.57785, -4.29208, 1.57566], [-0.60635, -4.64418, 1.53105], [1.74867, -5.47188, 1.20914], [3.37703, -3.97885, 0.04563], [2.66129, -1.69986, -0.59334], [-0.50611, -0.89472, -2.83052], [0.07610, 0.01478, -4.33262], [0.58082, -0.67531, -5.44625], [1.01101, 0.02640, -6.55694], [0.93721, 1.41534, -6.57421], [0.43686, 2.11211, -5.47862], [0.01178, 1.42028, -4.35983], [0.62305, -1.75621, -5.42531], [1.39834, -0.50503, -7.41587], [1.26806, 1.95858, -7.44992], [0.37633, 3.19215, -5.50287], [-0.37627, 1.94449, -3.49544]],
  "nbo_charge": [1.605, -0.687, 0.318, -0.265, -0.532, 1.267, -0.505, -0.523, -0.512, -0.196, 0.245, -0.690, 0.371, -0.296, -0.548, 1.265, -0.521, -0.505, -0.520, -0.202, 0.264, -0.689, -0.696, 0.275, 0.251, 0.250, 0.275, 0.254, 0.246, 0.273, 0.249, 0.248, 0.248, 0.275, 0.266, -0.726, 0.634, -0.564, 0.609, -0.738, -0.531, 0.473, -0.711, 0.150, -0.179, -0.114, -0.204, 0.091, -0.527, 0.427, 0.435, 0.421, 0.420, 0.259, 0.242, 0.244, 0.214, 0.218, -0.282, -0.185, -0.214, -0.178, -0.156, -0.225, 0.229, 0.229, 0.225, 0.216, 0.238],
  "lumo_ev": [-4.114, -4.571],
  "total_charge": 1,
  "s2": 2.02,
  "spin_multiplicity": 3,
  "homo_ev": [-11.0557, -11.1143]
}

2 | {
  "formula": "C22H25B2F4N10O4SeTi",
  "method": "wB97M-V/def2-TZVPD",
  "elements": ["Ti", "C", "C", "N", "O", "B", "F", "F", "O", "N", "C", "C", "C", "N", "O", "B", "F", "F", "O", "N", "C", "C", "C", "H", "H", "H", "H", "H", "H", "H", "H", "H", "H", "H", "H", "N", "C", "N", "C", "N", "N", "C", "N", "C", "C", "C", "C", "C", "N", "H", "H", "H", "H", "H", "H", "H", "H", "Se", "C", "C", "C", "C", "C", "C", "H", "H", "H", "H", "H"],
  "positions_angstrom": [[-0.38439, -0.32323, 0.90944], [0.43071, -4.21276, 2.36545], [-0.21714, -2.93720, 1.95601], [0.35136, -1.77289, 2.07136], [1.62323, -1.70067, 2.54678], [1.73934, -0.55770, 3.51752], [2.94836, -0.60196, 4.10291], [0.64565, -0.59861, 4.34225], [1.67102, 0.75826, 2.74422], [0.47058, 0.99268, 2.15727], [0.11859, 2.24178, 2.01873], [0.93314, 3.37950, 2.51708], [-1.18411, 2.38000, 1.40184], [-1.60739, 1.25745, 0.90940], [-2.93088, 1.13725, 0.59716], [-3.48028, 0.04157, 1.47657], [-4.79297, 0.18083, 1.66079], [-2.70656, 0.07814, 2.66224], [-3.15851, -1.28891, 0.82846], [-1.88532, -1.60989, 1.16055], [-1.57606, -2.83610, 1.46200], [-2.54892, -3.96209, 1.41225], [-1.97583, 3.63612, 1.42561], [1.31211, -3.97825, 2.96071], [0.74681, -4.77988, 1.48885], [-0.25413, -4.82658, 2.94615], [1.62410, 3.01531, 3.27639], [0.30780, 4.16419, 2.93213], [1.51295, 3.80230, 1.69414], [-3.51854, -3.58104, 1.09206], [-2.64685, -4.40406, 2.40175], [-2.21941, -4.74393, 0.72997], [-1.35535, 4.48070, 1.13116], [-2.35363, 3.80772, 2.43489], [-2.83367, 3.54425, 0.76190], [3.33348, 0.45359, 0.60785], [2.83305, -0.65472, 0.05601], [3.71025, -1.49501, -0.46651], [3.25107, -2.58169, -1.07581], [4.13498, -3.48264, -1.48042], [1.94052, -2.78019, -1.33752], [1.12734, -1.87092, -0.84958], [1.47970, -0.83078, -0.05963], [-0.26089, -1.87332, -1.32568], [-0.76737, -2.87412, -2.15083], [-1.99367, -2.67504, -2.76375], [-2.65334, -1.46699, -2.56097], [-2.11324, -0.54128, -1.68312], [-0.96261, -0.75178, -1.03882], [4.34145, 0.45070, 0.66958], [2.84424, 0.90749, 1.37244], [5.10890, -3.29110, -1.31438], [3.84405, -4.31364, -1.96239], [-0.18445, -3.76686, -2.31140], [-2.42619, -3.43428, -3.39615], [-3.58229, -1.25082, -3.06422], [-2.61720, 0.39788, -1.47968], [0.78868, 1.77689, -1.17147], [0.63659, 3.05984, -2.57872], [1.26615, 2.82875, -3.80633], [1.18471, 3.77260, -4.80901], [0.47996, 4.95161, -4.60333], [-0.14582, 5.18512, -3.38537], [-0.07205, 4.24726, -2.37698], [1.82036, 1.91403, -3.95877], [1.67557, 3.59368, -5.75339], [0.41988, 5.68807, -5.38910], [-0.68958, 6.10287, -3.22020], [-0.55808, 4.42254, -1.42833]],
  "lowdin_charge": [0.959, 0.045, -0.188, -0.044, 0.072, -1.103, 0.230, 0.195, 0.004, -0.024, -0.246, 0.039, -0.256, -0.084, 0.050, -1.067, 0.249, 0.140, 0.080, -0.059, -0.190, 0.040, 0.039, 0.100, 0.106, 0.099, 0.102, 0.097, 0.107, 0.097, 0.105, 0.101, 0.093, 0.119, 0.100, 0.209, -0.427, 0.198, -0.422, 0.200, 0.205, -0.291, 0.014, -0.203, 0.027, -0.003, 0.008, -0.068, -0.027, 0.131, 0.083, 0.123, 0.119, 0.120, 0.122, 0.124, 0.132, 1.040, -0.596, -0.125, -0.069, -0.054, -0.069, -0.125, 0.098, 0.111, 0.112, 0.111, 0.086],
  "lumo_ev": [-4.130, -4.887],
  "total_charge": 1,
  "s2": 2.02,
  "spin_multiplicity": 3,
  "homo_ev": [-11.1746, -11.3803]
}

Of them, the most stable is 1 and the least stable is 2.

1 | {
  "formula": "C2H5FO",
  "method": "wB97M-V/def2-TZVPD",
  "elements": ["C", "C", "O", "F", "H", "H", "H", "H", "H"],
  "positions_angstrom": [[-0.95708, -0.44859, 0.21296], [0.37561, 0.03603, -0.23776], [1.29832, 0.14528, 0.69337], [0.74949, -0.60553, -1.40392], [-1.35617, 0.09072, 1.09885], [-1.56290, -0.25365, -0.67800], [-1.05572, -1.53502, 0.44046], [0.36297, 1.90042, -0.69154], [2.14549, 0.67034, 0.56557]],
  "nbo_charge": [-0.721, 0.713, -0.722, -0.365, 0.243, 0.244, 0.237, -0.151, 0.521],
  "lumo_ev": [0.311, 0.311],
  "homo_ev": [-8.9802, -8.9796]
}

2 | {
  "formula": "C2H5FO",
  "method": "wB97M-V/def2-TZVPD",
  "elements": ["C", "C", "O", "F", "H", "H", "H", "H", "H"],
  "positions_angstrom": [[0.20964, -0.38998, 1.73738], [-1.01590, 0.25246, -2.03569], [-0.23722, 1.24248, -1.88235], [-0.33898, -0.68858, -2.85431], [0.49490, -0.39615, 2.87083], [-0.49532, 0.44809, 1.45730], [-0.43059, -1.31787, 1.87260], [1.21336, -0.48565, 1.19923], [0.60011, 1.33520, -2.36498]],
  "nbo_charge": [-0.892, 0.575, -0.675, -0.409, 0.215, 0.227, 0.225, 0.224, 0.509],
  "lumo_ev": 0.589,
  "homo_ev": -10.6421
}

Of them, the most stable is 2 and the least stable is 1.